Model P:
Here is a structure of composition C3H7ClOS from the Open Molecules 2025 dataset. Energies are from ωB97M-V with the def2-TZVPD basis set.

Cartesian coordinates (Å):
C -0.18374 1.26709 -0.44990
C -1.28148 0.56067 0.32098
C 1.25928 -0.98423 0.20472
H 0.78694 0.81740 -0.24684
H -0.36695 1.21711 -1.52769
H -0.14722 2.32099 -0.15193
H -2.26177 0.99551 0.11581
H -1.10488 0.59292 1.39880
H 0.59375 -2.74542 -0.02030
H 0.32056 -0.78626 0.72435
O 1.38249 -2.23482 -0.24414
S 2.38882 0.15067 0.00461
Cl -1.38579 -1.17164 -0.12848

Output
LUMO energy: 0.2 eV
Frontier orbital gap: 0.318 Eh
Spin multiplicity: 1
HOMO energy: -8.42 eV
Charge: 0

Atomic partial charges in e from the Mulliken method, atoms 1 to 2:
1 C -0.674
2 C -0.395


Model Q:
Here is a cluster of 2 separate species, C3H7ClOS in total from the Open Molecules 2025 dataset. Energies are from ωB97M-V with the def2-TZVPD basis set.

Cartesian coordinates (Å):
C 0.73818 -0.72062 0.34536
C -0.56131 -1.31778 -0.29667
C -1.84871 -0.63008 -0.19487
S -2.48094 0.25132 -1.47224
Cl -2.57984 -0.83341 1.36494
H 1.30489 -0.19767 -0.54202
H 1.48540 -1.42542 0.68811
H 0.44458 -0.04712 1.11685
H -0.65809 -2.29581 0.26144
H -0.23254 -1.39189 -1.42204
O -0.37429 2.53352 0.17105
H -1.31570 2.50813 0.47295
H -0.33830 3.17392 -0.58428

Output
LUMO energy: -0.6 eV
SMILES: CCC(=S)Cl.O
Frontier orbital gap: 0.311 Eh
Spin multiplicity: 1
HOMO energy: -9.11 eV
Charge: 0

Atomic partial charges in e from the Mulliken method, atoms 1 to 2:
1 C -0.887
2 C -0.353


Which of them is most stable? Easy: model Q.


Model P:
Here is the molecule C5H12N2 from the Open Molecules 2025 dataset. Energies are from ωB97M-V with the def2-TZVPD basis set.

Cartesian coordinates (Å):
H 3.27017 0.78527 -1.86557
N 2.32488 0.38966 -2.16027
C 1.65740 -0.42839 -1.46695
N 1.32484 -0.18260 -0.16734
C 0.43952 -1.13203 0.58643
C -1.15818 -1.02920 0.32961
C -1.59055 0.39001 -0.04504
C -1.07352 1.53801 0.96408
H 1.22466 -1.38741 -1.74365
H 2.01020 0.47468 0.28501
H 0.56048 -2.22092 0.21143
H 0.61754 -0.92577 1.66100
H -1.40493 -1.34413 1.46549
H -1.53008 -1.73234 -0.36084
H -2.71718 0.56215 -0.16171
H -1.16263 0.69960 -0.98766
H 0.01562 1.49539 0.90672
H -1.48598 1.54119 1.97107
H -1.32229 2.50682 0.57819

Output
LUMO energy: 1.0 eV
SMILES: [H]/N=C\NCCCC
Frontier orbital gap: 0.343 Eh
Spin multiplicity: 1
HOMO energy: -8.36 eV
Charge: 0

Atomic partial charges in e from the Mulliken method, atoms 1 to 2:
1 H 0.231
2 N -0.738


Model Q:
Here is the molecule C5H12N2 from the Open Molecules 2025 dataset. Energies are from ωB97M-V with the def2-TZVPD basis set.

Cartesian coordinates (Å):
C -3.47818 0.39414 0.30825
N -2.19289 -0.12189 0.73600
C -1.06890 0.27789 0.06277
C 0.11192 -0.32187 -0.06142
C 1.28259 0.32500 -0.75266
C 2.57607 -0.45359 -0.64982
N 3.22102 -0.29004 0.63678
H -3.56627 1.43638 0.61715
H -3.58767 0.36644 -0.76906
H -4.24800 -0.16628 0.81570
H -2.23665 -1.05660 1.10571
H -1.17783 1.26092 -0.38962
H 0.13522 -1.33958 0.33648
H 1.47157 1.31812 -0.32275
H 1.03204 0.60011 -1.78233
H 2.40870 -1.51941 -0.80690
H 3.25006 -0.13523 -1.45396
H 3.16431 -1.09970 1.23366
H 2.90289 0.52520 1.13604

Output
LUMO energy: 1.1 eV
SMILES: CN/C=C/CCN
Frontier orbital gap: 0.322 Eh
Spin multiplicity: 1
HOMO energy: -7.64 eV
Charge: 0

Atomic partial charges in e from the Mulliken method, atoms 1 to 2:
1 C -0.912
2 N -0.270


Model R:
Here is a cluster of 2 separate species, C5H12N2 in total from the Open Molecules 2025 dataset. Energies are from ωB97M-V with the def2-TZVPD basis set.

Cartesian coordinates (Å):
H -1.97686 1.89174 1.76229
N -2.08343 0.91594 1.47097
C -1.41266 0.70725 0.36654
C -2.00058 -0.10819 -0.76140
H -0.74584 1.52832 -0.02086
H -1.20393 -0.46933 -1.41439
H -2.55015 -0.96186 -0.36015
H -2.65960 0.52174 -1.36199
C 1.99647 0.46433 -1.00054
C 1.44827 0.43133 0.38356
C 0.66377 -0.55914 0.91840
N 0.49442 -1.81768 0.34738
H 1.22901 0.81124 -1.69796
H 2.86150 1.12837 -1.08186
H 2.31648 -0.51853 -1.36567
H 1.71602 1.25775 1.03625
H 0.50465 -0.54963 1.99671
H 1.26785 -2.16079 -0.21208
H 0.13462 -2.51285 0.99478

Output
LUMO energy: 1.0 eV
SMILES: [H]/N=C/C.C/C=C\N
Frontier orbital gap: 0.327 Eh
Spin multiplicity: 1
HOMO energy: -7.93 eV
Charge: 0

Atomic partial charges in e from the Mulliken method, atoms 1 to 2:
1 H 0.256
2 N -0.729


Model S:
Here is the molecule C5H12N2 from the Open Molecules 2025 dataset. Energies are from ωB97M-V with the def2-TZVPD basis set.

Cartesian coordinates (Å):
C 0.14664 -1.87137 1.01792
C 0.41723 -0.65687 0.70013
C -0.51306 0.51120 0.93461
C -1.07790 0.94364 -0.42384
N -2.17426 0.08908 -0.99393
N 1.22080 -0.36194 -0.43242
C 2.00525 1.01418 -0.48796
H -0.79439 -2.09950 1.46274
H 0.69667 -2.79326 0.66801
H -1.39509 0.49987 1.63437
H 0.14295 1.43844 1.24071
H -0.29323 0.76970 -1.18172
H -1.20695 2.01955 -0.47424
H -3.13945 0.33472 -0.77670
H -1.99245 -0.86710 -0.67208
H 1.93289 -1.11202 -0.57617
H 1.37029 1.89540 -0.92453
H 2.63318 1.30302 0.38443
H 2.85077 0.87660 -1.24554

Output
LUMO energy: 1.0 eV
SMILES: C=C(CCN)NC
Frontier orbital gap: 0.345 Eh
Spin multiplicity: 1
HOMO energy: -8.36 eV
Charge: 0

Atomic partial charges in e from the Mulliken method, atoms 1 to 2:
1 C -0.916
2 C 0.354


Which of them is most stable? Easy: model Q.


Model P:
Here is the molecule C5H12N2 from the Open Molecules 2025 dataset. Energies are from ωB97M-V with the def2-TZVPD basis set.

Cartesian coordinates (Å):
C -1.19314 -2.70500 -1.01248
C 0.97658 0.95278 -1.14429
C 0.86912 1.99240 1.79248
N -0.99756 -0.40767 -0.50328
N -0.61610 -1.73253 -0.10608
C 0.16262 0.31336 -0.03177
C 0.02802 0.90405 1.22749
H -1.89058 -0.12464 -0.07954
H 0.63599 -0.90585 0.08239
H -0.70093 0.44663 1.88792
H -0.89449 -3.70269 -0.68904
H -0.90594 -2.55694 -2.06222
H -2.29259 -2.64812 -0.97104
H 1.98811 1.18036 -0.80584
H 1.03816 0.27345 -1.99316
H 0.50994 1.88180 -1.47903
H 1.65552 1.58193 2.43940
H 1.35394 2.59702 1.02582
H 0.27332 2.65966 2.42228

Output
LUMO energy (alpha / beta): 0.4 / 0.1 eV
Frontier orbital gap (alpha / beta): 0.305 / 0.265 Eh
Spin multiplicity: 1
HOMO energy (alpha / beta): -7.94 / -7.09 eV
Charge: 0

Atomic partial charges in e from the Mulliken method, atoms 1 to 2:
1 C -0.741
2 C -1.244


Model Q:
Here is a cluster of 2 separate species, C5H12N2 in total from the Open Molecules 2025 dataset. Energies are from ωB97M-V with the def2-TZVPD basis set.

Cartesian coordinates (Å):
C 2.09025 -1.14818 0.79019
C 1.78560 0.30473 1.08354
C 0.85981 -0.76788 1.49743
C -0.65691 -0.35763 -1.76205
C -1.69671 1.33671 -0.30712
N -1.30568 -0.94581 0.41144
N -1.40117 -0.05801 -0.56104
H 2.03475 -1.47469 -0.23755
H 2.88629 -1.63930 1.33787
H 2.36532 0.82523 1.83826
H 1.52958 0.93662 0.24674
H 0.61861 -1.01875 2.51348
H 0.21355 0.29757 -1.86713
H -0.32721 -1.39050 -1.69906
H -1.30343 -0.23252 -2.63567
H -1.84040 1.84987 -1.25601
H -2.61541 1.40896 0.27761
H -0.89060 1.82750 0.25183
H -1.74816 -0.59453 1.25916

Output
LUMO energy (alpha / beta): 1.0 / 1.0 eV
Frontier orbital gap (alpha / beta): 0.304 / 0.293 Eh
Spin multiplicity: 1
HOMO energy (alpha / beta): -7.26 / -6.94 eV
Charge: 0

Atomic partial charges in e from the Mulliken method, atoms 1 to 2:
1 C -0.487
2 C -0.467


Model R:
Here is the molecule C5H12N2 from the Open Molecules 2025 dataset. Energies are from ωB97M-V with the def2-TZVPD basis set.

Cartesian coordinates (Å):
C 1.76785 0.64976 -1.84327
C 1.02894 1.54624 -1.17167
C 0.22900 1.34341 0.05866
C -0.71967 0.08804 0.05544
N -2.05569 0.40554 0.53744
C -0.07711 -1.01905 0.91856
N -0.67386 -2.34068 0.57537
H 2.14541 -0.27125 -1.39671
H 2.17809 0.58486 -2.85427
H 1.24987 2.55737 -1.50477
H 0.79238 1.20452 0.97633
H -0.40901 2.22607 0.16384
H -0.77599 -0.30560 -0.96590
H -2.20336 1.32098 0.93043
H -2.37968 -0.32863 1.15554
H -0.07789 -0.69242 1.97500
H 0.97212 -1.21883 0.69274
H 0.03321 -2.99173 0.26417
H -1.02461 -2.75860 1.43307

Output
LUMO energy: 1.0 eV
SMILES: C=CC[C@H](N)CN
Frontier orbital gap: 0.359 Eh
Spin multiplicity: 1
HOMO energy: -8.80 eV
Charge: 0

Atomic partial charges in e from the Mulliken method, atoms 1 to 2:
1 C -0.771
2 C -0.123


Which of them is most stable? Easy: model R.